Record 1
ORCA calculation (ωB97M-V/def2-TZVPD) on a molecular structure, C45H58FeN4P3SeSi.

```
113
C45H58FeN4P3SeSi | the OMol25 dataset | ωB97M-V/def2-TZVPD
Fe -0.52709 0.11799 -0.06186
C 0.19422 5.06850 -1.06255
C 0.22142 3.57460 -1.39687
C 1.56801 3.26653 -2.05520
P -0.12227 2.44356 0.05669
C -1.46080 3.38123 0.94306
C -1.92087 2.70400 2.23420
C -2.66996 3.62489 0.03248
C 1.43184 2.71939 0.96916
C 1.75766 3.90013 1.63528
C 3.00924 4.04718 2.21127
C 3.94365 3.02192 2.11499
C 3.61002 1.84236 1.46820
C 2.34994 1.66929 0.89048
Si 1.72948 0.03779 0.14420
C 2.49301 -0.08674 -1.57450
C 3.86999 0.05291 -1.75530
C 4.43734 0.09826 -3.02067
C 3.62011 0.02114 -4.13764
C 2.24666 -0.09538 -3.97900
C 1.66608 -0.14739 -2.71287
P -0.17894 -0.23186 -2.56548
C -0.59261 -1.65750 -3.70208
C 0.32363 -2.87719 -3.70749
C -2.05160 -2.07271 -3.48641
C -0.81855 1.21794 -3.59624
C -2.15659 1.69640 -3.02392
C -0.98974 1.03553 -5.10616
C 2.17021 -1.30267 1.42455
C 3.36589 -2.01005 1.45159
C 3.51555 -3.14115 2.25445
C 2.45353 -3.58678 3.01826
C 1.25553 -2.87462 3.03003
C 1.11314 -1.72727 2.26652
P -0.32866 -0.58156 2.35072
C 0.07955 0.27521 3.98340
C 1.04502 1.44938 3.88565
C 0.65553 -0.65149 5.06102
C -1.95239 -1.38748 2.81760
C -2.16465 -1.83447 4.26839
C -2.40784 -2.51639 1.89822
H 0.36156 5.62518 -1.98730
H 0.99982 5.33502 -0.37806
H -0.74938 5.41208 -0.64444
H -0.58093 3.37275 -2.10571
H 2.39077 3.55187 -1.39595
H 1.66030 3.84516 -2.97761
H 1.70110 2.21754 -2.30139
H -1.01746 4.34618 1.19670
H -2.20226 1.66648 2.05339
H -2.80083 3.22151 2.62146
H -1.15397 2.72512 3.00563
H -3.17100 2.69371 -0.21744
H -2.41088 4.12614 -0.89961
H -3.39458 4.25001 0.55712
H 1.03416 4.69928 1.73783
H 3.25493 4.95821 2.74198
H 4.92087 3.13760 2.56716
H 4.33263 1.03217 1.44588
H 4.51829 0.15270 -0.89021
H 5.50909 0.20300 -3.13425
H 4.04797 0.05297 -5.13159
H 1.62415 -0.15121 -4.86308
H -0.51503 -1.19874 -4.68643
H 0.21598 -3.47718 -2.81018
H 1.37544 -2.61418 -3.81616
H 0.04132 -3.50365 -4.55838
H -2.17080 -2.53989 -2.50818
H -2.35427 -2.79415 -4.24828
H -2.74550 -1.23065 -3.53546
H -0.06684 1.99099 -3.43811
H -2.94798 0.96446 -3.20410
H -2.46119 2.63023 -3.50548
H -2.11470 1.85809 -1.95204
H -1.80309 0.34444 -5.33421
H -0.08938 0.69068 -5.61437
H -1.25432 2.00038 -5.54652
H 4.18975 -1.70554 0.81315
H 4.45051 -3.68788 2.25252
H 2.54845 -4.48658 3.61289
H 0.43415 -3.23500 3.63684
H -0.89083 0.66138 4.31100
H 2.03724 1.10810 3.58777
H 1.13781 1.91716 4.86959
H 0.73045 2.20507 3.18238
H 1.69691 -0.88146 4.83532
H 0.12898 -1.59082 5.19139
H 0.63126 -0.12014 6.01622
H -2.62008 -0.53281 2.64822
H -1.59626 -2.73580 4.50431
H -3.22085 -2.08450 4.38504
H -1.93304 -1.07102 5.00615
H -1.69173 -3.33941 1.90549
H -2.54569 -2.18904 0.87154
H -3.36283 -2.89992 2.26464
N -2.55293 0.24297 -0.06117
C -3.69011 0.28948 -0.27701
C -5.05004 0.35961 -0.52789
C -5.57409 -0.36906 -1.62515
N -5.97621 -0.95086 -2.53753
C -5.84578 1.19376 0.29681
N -6.46092 1.87386 0.99810
Se -0.11791 -2.14473 -0.48060
C -0.09715 -4.02200 -0.28653
C 1.10984 -4.64277 0.02274
C 1.08059 -5.98671 0.36229
N -0.03112 -6.71705 0.42229
C -1.17070 -6.10927 0.10140
C -1.26801 -4.77075 -0.25348
H 2.04191 -4.09563 -0.00197
H 2.00342 -6.50008 0.61439
H -2.06646 -6.72062 0.14057
H -2.22617 -4.33973 -0.51052
```

Calculated values
Total charge: 0
HOMO (alpha / beta): -7.51 / -7.48 eV
Frontier orbital gap (alpha / beta): 0.2580 / 0.2525 Eh
Spin multiplicity: 2
LUMO level (alpha / beta): -0.4860 / -0.6093 eV

Results of the Löwdin charge analysis, in e, for atoms 1 through 6: atom 1 (Fe): -0.2453, atom 2 (C): -0.0945, atom 3 (C): -0.4892, atom 4 (C): -0.0956, atom 5 (P): 1.0824, atom 6 (C): -0.4985

***

Record 2
ORCA calculation (ωB97M-V/def2-TZVPD) on C4H11NS in the gas phase.

```
17
C4H11NS | the OMol25 dataset | ωB97M-V/def2-TZVPD
N 2.66004 0.67488 -0.07965
C 1.69988 -0.17713 -0.76631
C 0.82374 -1.05944 0.12287
C 0.02142 -0.31597 1.18497
C -0.93916 0.72539 0.62300
S -2.21285 0.06044 -0.49935
H 2.20414 1.43156 0.40431
H 3.28901 0.13893 0.49589
H 1.04099 0.39745 -1.41702
H 2.25981 -0.82762 -1.43175
H 0.12385 -1.62586 -0.49977
H 1.40988 -1.82210 0.63776
H 0.65756 0.23616 1.88159
H -0.52804 -1.05446 1.77410
H -0.41758 1.52412 0.13952
H -1.47865 1.21253 1.43332
H -1.65868 0.46542 -1.64045
```

Calculated values
Structure (SMILES): NCCCCS
Total charge: 0
HOMO: -9.01 eV
Frontier orbital gap: 0.3645 Eh
LUMO level: 0.9064 eV

Results of the natural (NBO) charge analysis, in e, for atoms 1 through 6: atom 1 (N): -0.8436, atom 2 (C): -0.2212, atom 3 (C): -0.4233, atom 4 (C): -0.4128, atom 5 (C): -0.5142, atom 6 (S): -0.0536

***

Record 3
ORCA calculation (ωB97M-V/def2-TZVPD) on 2 unconnected molecules or ions with the total composition C9H12NO4.

```
26
C9H12NO4 | the OMol25 dataset | ωB97M-V/def2-TZVPD
C -3.25019 0.53550 0.18290
C -2.53937 0.21458 -0.99353
C -2.73829 0.04503 1.37832
C -1.46293 -0.68708 -0.95514
C -1.64843 -0.82335 1.39268
C -0.89477 -1.20628 0.24417
C 2.38483 -0.10555 1.82092
C 0.91236 1.48053 -1.77720
C 2.15460 -0.15635 -0.48710
N 1.08742 -1.86033 -1.01839
O 1.86194 -2.83782 -0.93488
O 0.09050 -2.03484 0.30997
O 2.97997 -0.04213 0.60183
O 1.21838 0.98045 -0.48401
H -4.10176 1.29375 0.28988
H -2.96542 0.61631 -1.92435
H -2.99086 0.44948 2.37629
H -0.90040 -1.04622 -1.82492
H -1.37994 -1.38693 2.40384
H 1.44853 -0.60912 1.80389
H 2.27844 0.93739 2.22466
H 2.98238 -0.68924 2.52369
H 0.91088 0.66581 -2.48484
H 1.61691 2.23350 -2.09266
H -0.02224 1.91567 -1.45502
H 2.77247 -0.33585 -1.39970
```

Calculated values
Total charge: -1
HOMO (alpha / beta): -1.11 / -4.17 eV
Frontier orbital gap (alpha / beta): 0.1759 / 0.2872 Eh
Spin multiplicity: 3
LUMO level (alpha / beta): 3.6763 / 3.6416 eV

Results of the natural (NBO) charge analysis, in e, for atoms 1 through 6: atom 1 (C): -0.3049, atom 2 (C): -0.2224, atom 3 (C): -0.2343, atom 4 (C): -0.3218, atom 5 (C): -0.2875, atom 6 (C): 0.3599

***

Record 4
ORCA calculation (ωB97M-V/def2-TZVPD) on 2 unconnected molecules or ions with the total composition CH3FIP.

```
7
CH3FIP | the OMol25 dataset | ωB97M-V/def2-TZVPD
C -0.23476 -0.67345 -0.73452
F 2.82050 -0.47146 0.49305
P 1.43334 -0.60042 1.30597
I 0.12030 -2.39408 -1.71953
H -1.17179 -0.47138 -0.11460
H 0.12977 0.14009 -1.49389
H 1.25874 0.78152 1.50807
```

Calculated values
Total charge: 0
HOMO: -8.34 eV
Frontier orbital gap: 0.2881 Eh
LUMO level: -0.5005 eV

Results of the natural (NBO) charge analysis, in e, for atoms 1 through 6: atom 1 (C): -0.8312, atom 2 (F): -0.5852, atom 3 (P): 0.8664, atom 4 (I): 0.1959, atom 5 (H): 0.2293, atom 6 (H): 0.2309

***

Record 5
ORCA calculation (ωB97M-V/def2-TZVPD) on a molecular structure, C24H26BrCsF3N5O2S3Sb.

```
66
C24H26BrCsF3N5O2S3Sb | the OMol25 dataset | ωB97M-V/def2-TZVPD
Cs 0.80931 -1.29118 0.77850
C -1.89116 2.69285 -1.52239
C -0.50311 3.33018 -1.44431
N 0.52963 2.33459 -1.54160
C 1.86234 2.74303 -1.20371
C 2.03310 2.95373 0.28583
C 3.10561 3.66210 0.82218
C 3.16632 3.81342 2.19814
C 2.16239 3.28378 2.99459
C 1.12970 2.58946 2.37258
C -0.01407 1.94692 3.14600
N -1.10154 1.59690 2.28038
C -1.96152 2.65895 1.83556
C -2.86476 2.17926 0.70073
N -2.23660 1.71080 -0.51419
N 1.09422 2.42948 1.05797
H -1.98425 2.23302 -2.51606
H -2.65329 3.48043 -1.48935
H -0.38940 3.84809 -0.48836
H -0.43403 4.10824 -2.23259
H 0.51300 1.76330 -2.37616
H 2.19355 3.67251 -1.70867
H 2.54396 1.94909 -1.52140
H 3.86363 4.07814 0.16971
H 3.99058 4.35355 2.65106
H 2.17241 3.39987 4.07160
H -0.29583 2.63976 3.96247
H 0.36892 1.03306 3.60625
H -1.56511 0.74396 2.56324
H -1.33183 3.48592 1.49243
H -2.60096 3.07167 2.64351
H -3.57157 2.97011 0.42425
H -3.48748 1.37252 1.11362
H -1.45267 1.09651 -0.32794
S 0.53150 -3.65331 -3.83774
Sb 2.32307 -2.69675 -2.74998
S 2.18520 -0.34550 -2.69551
S 2.72876 -3.50475 -0.60207
F -5.04273 -0.99130 -5.83807
C -3.97819 -1.82627 -5.73006
F -3.25968 -1.67425 -6.85346
F -4.48701 -3.07776 -5.75485
C -3.18708 -1.56228 -4.47622
C -3.80340 -1.76617 -3.24252
C -3.06339 -1.49359 -2.11017
N -1.80280 -1.05316 -2.13309
C -1.21797 -0.89989 -3.31128
C -1.88638 -1.13467 -4.52230
H -4.82074 -2.12253 -3.15187
H -3.51330 -1.62384 -1.13175
H -0.17318 -0.60689 -3.30678
H -1.33907 -1.00921 -5.44486
Br -0.96258 -6.52030 7.36439
C -0.68656 -5.03683 6.21170
C -1.46900 -4.90683 5.07671
C -1.27009 -3.81344 4.24662
C -0.29138 -2.87144 4.53123
C 0.49055 -3.03464 5.66976
C 0.29508 -4.10964 6.52268
C -0.07502 -1.65977 3.63132
O 0.99678 -1.03435 3.77127
O -0.98756 -1.41250 2.80596
H -2.22139 -5.64890 4.84637
H -1.87229 -3.66609 3.35960
H 1.26214 -2.29858 5.85337
H 0.89954 -4.23463 7.41122
```

Calculated values
Total charge: -2
HOMO (alpha / beta): -0.83 / -1.79 eV
Frontier orbital gap (alpha / beta): 0.1582 / 0.1935 Eh
Spin multiplicity: 2
LUMO level (alpha / beta): 3.4722 / 3.4720 eV

Results of the natural (NBO) charge analysis, in e, for atoms 1 through 6: atom 1 (Cs): 0.9331, atom 2 (C): -0.2058, atom 3 (C): -0.2227, atom 4 (N): -0.6319, atom 5 (C): -0.2666, atom 6 (C): 0.2444

***

Record 6
ORCA calculation (ωB97M-V/def2-TZVPD) on a molecular structure, C9H50CdNO17.

```
78
C9H50CdNO17 | the OMol25 dataset | ωB97M-V/def2-TZVPD
Cd 1.20871 -5.17066 -0.67701
C 1.87392 -0.33243 2.13365
C 0.46549 0.36578 1.93669
C 0.95731 1.68676 1.42312
C -0.12737 2.49397 0.80390
C -0.70647 1.67077 -0.35662
C -1.36355 0.30128 0.05126
N -0.30778 -0.35491 0.79509
O -0.53871 -1.75388 1.04537
C -1.48140 -0.34193 -1.35792
C -2.72191 0.51505 0.81610
C -0.38287 0.45361 3.27970
H 2.26548 -0.50166 1.13059
H 1.69780 -1.28381 2.63560
H 2.63684 0.12615 2.76274
H 1.70544 1.55562 0.64132
H 1.34597 2.33361 2.20965
H 0.29779 3.41560 0.40649
H -0.92259 2.77391 1.49481
H 0.08224 1.58371 -1.10392
H -1.51027 2.22583 -0.84024
H -2.22868 -1.13138 -1.43808
H -0.54142 -0.65936 -1.80934
H -1.85971 0.40508 -2.05575
H -3.58746 0.95326 0.31924
H -2.44771 1.10673 1.68949
H -3.10368 -0.40029 1.26832
H -1.09397 1.27503 3.36756
H 0.32028 0.30554 4.09930
H -1.04682 -0.40957 3.32654
O -5.25829 -5.10935 -2.82410
H -5.46445 -5.86347 -3.37642
H -5.83613 -5.20157 -2.06659
O 3.37294 6.71820 -3.06826
H 3.02060 5.85247 -3.27464
H 4.15798 6.79337 -3.61077
O 2.91958 -2.97728 -2.21384
H 2.77593 -2.83085 -3.14880
H 3.57176 -2.32205 -1.96574
O 6.31782 -1.10432 -1.70944
H 7.20081 -1.47381 -1.71668
H 6.42291 -0.22438 -2.07124
O 0.46540 1.10162 -7.47190
H -0.18928 1.30624 -8.13954
H -0.04609 0.89336 -6.69008
O 7.49155 -2.47865 2.22042
H 7.29693 -1.76730 1.61023
H 8.14470 -3.01172 1.76713
O -4.80095 4.91972 0.15637
H -4.25306 4.14160 0.05359
H -5.43166 4.68111 0.83572
O -6.94227 -1.01131 -3.43555
H -7.65314 -0.90022 -2.80426
H -6.52666 -1.83673 -3.18619
O 3.57471 -5.48045 1.81016
H 3.23075 -5.68555 2.67957
H 4.40431 -5.03398 1.97948
O -5.04082 -2.84021 6.83401
H -4.95524 -3.16583 5.93798
H -4.17396 -2.49512 7.04777
O 1.44002 9.91467 -0.77254
H 1.35854 9.24139 -0.09706
H 2.11693 9.58241 -1.36215
O 6.03394 -4.26238 5.84862
H 6.14866 -3.81412 5.01067
H 5.37211 -3.74589 6.30845
O -6.45907 2.01769 -5.80887
H -5.80429 2.51051 -5.31426
H -6.63303 1.24428 -5.27238
O -3.38099 -4.75836 3.44434
H -2.93156 -4.15332 2.85429
H -2.73555 -4.95549 4.12315
O 4.41962 7.10913 1.04798
H 5.07176 6.40848 1.05345
H 3.95538 6.99842 0.21825
O -1.24037 -5.41247 -2.91198
H -2.07212 -4.97792 -2.72327
H -1.34160 -5.74800 -3.80271
```

Calculated values
Total charge: +1
HOMO: -10.26 eV
Frontier orbital gap: 0.1171 Eh
LUMO level: -7.0773 eV

Results of the Löwdin charge analysis, in e, for atoms 1 through 6: atom 1 (Cd): 0.7633, atom 2 (C): -0.0263, atom 3 (C): -0.3944, atom 4 (C): -0.1933, atom 5 (C): -0.1823, atom 6 (C): -0.1375

***

Copy entry 3 word for word.
ORCA calculation (ωB97M-V/def2-TZVPD) on 2 unconnected molecules or ions with the total composition C9H12NO4.

```
26
C9H12NO4 | the OMol25 dataset | ωB97M-V/def2-TZVPD
C -3.25019 0.53550 0.18290
C -2.53937 0.21458 -0.99353
C -2.73829 0.04503 1.37832
C -1.46293 -0.68708 -0.95514
C -1.64843 -0.82335 1.39268
C -0.89477 -1.20628 0.24417
C 2.38483 -0.10555 1.82092
C 0.91236 1.48053 -1.77720
C 2.15460 -0.15635 -0.48710
N 1.08742 -1.86033 -1.01839
O 1.86194 -2.83782 -0.93488
O 0.09050 -2.03484 0.30997
O 2.97997 -0.04213 0.60183
O 1.21838 0.98045 -0.48401
H -4.10176 1.29375 0.28988
H -2.96542 0.61631 -1.92435
H -2.99086 0.44948 2.37629
H -0.90040 -1.04622 -1.82492
H -1.37994 -1.38693 2.40384
H 1.44853 -0.60912 1.80389
H 2.27844 0.93739 2.22466
H 2.98238 -0.68924 2.52369
H 0.91088 0.66581 -2.48484
H 1.61691 2.23350 -2.09266
H -0.02224 1.91567 -1.45502
H 2.77247 -0.33585 -1.39970
```

Calculated values
Total charge: -1
HOMO (alpha / beta): -1.11 / -4.17 eV
Frontier orbital gap (alpha / beta): 0.1759 / 0.2872 Eh
Spin multiplicity: 3
LUMO level (alpha / beta): 3.6763 / 3.6416 eV

Results of the natural (NBO) charge analysis, in e, for atoms 1 through 6: atom 1 (C): -0.3049, atom 2 (C): -0.2224, atom 3 (C): -0.2343, atom 4 (C): -0.3218, atom 5 (C): -0.2875, atom 6 (C): 0.3599

***

- Which of these has the lowest total charge?
  C24H26BrCsF3N5O2S3Sb